No. 1
{"formula": "C37H65N4O7S", "method": "ωB97M-V/def2-TZVPD", "lumo_ev": -2.837, "gap_ha": 0.2710, "charge": 1, "symbols": ["S", "O", "O", "O", "O", "O", "O", "O", "N", "N", "N", "N", "C", "C", "C", "C", "C", "C", "C", "C", "C", "C", "C", "C", "C", "C", "C", "C", "C", "C", "C", "C", "C", "C", "C", "C", "C", "C", "C", "C", "C", "C", "C", "C", "C", "C", "C", "C", "C", "H", "H", "H", "H", "H", "H", "H", "H", "H", "H", "H", "H", "H", "H", "H", "H", "H", "H", "H", "H", "H", "H", "H", "H", "H", "H", "H", "H", "H", "H", "H", "H", "H", "H", "H", "H", "H", "H", "H", "H", "H", "H", "H", "H", "H", "H", "H", "H", "H", "H", "H", "H", "H", "H", "H", "H", "H", "H", "H", "H", "H", "H", "H", "H", "H"], "coordinates": [[-1.28226, -3.00894, -4.81674], [3.25801, -4.91787, 1.11198], [-3.66861, -2.51198, 0.72354], [1.39056, 3.87758, -5.14461], [-2.42985, 1.07761, -3.02537], [-3.67899, 4.61570, 4.80085], [0.05766, -1.14815, -6.39986], [6.28577, -1.17143, 3.88176], [-1.91525, -1.07257, -2.56560], [1.28890, -2.40572, -5.16896], [2.50323, -0.74578, 2.94837], [2.10277, -1.58125, -5.86797], [7.42414, 0.94276, 4.24562], [2.97324, 2.43508, -4.00570], [0.56742, -0.68518, 0.10124], [1.48897, -0.71288, 3.82414], [-1.65028, -3.22321, 1.73294], [7.26255, -0.27641, 3.35720], [-2.72788, -1.91668, -4.72583], [-4.88114, 6.59289, 5.55143], [-3.70435, 0.98690, 0.55764], [-4.18560, -0.16009, 1.14731], [3.06934, 0.49755, 2.77727], [-3.98781, 3.49708, -3.03244], [-0.11670, -0.70790, -1.27294], [1.35273, 0.56796, 4.27722], [1.34189, -2.00805, 0.34954], [2.81512, -1.78142, 0.75379], [1.88061, 2.54795, -5.05261], [-4.37107, -1.36507, 0.26416], [-3.09795, -1.56343, -3.26582], [-1.35708, 0.16734, -3.11456], [4.22029, -5.55176, 1.96259], [-3.71419, 2.09031, 2.64881], [-1.31892, -1.56533, -1.53254], [-2.96048, 1.59235, -4.25759], [-3.46811, 2.12759, 1.29571], [-3.06579, 3.09699, -4.20003], [2.34724, 1.29543, 3.62689], [-2.28369, -2.35197, 0.62843], [5.62267, -5.41468, 1.40303], [-3.72811, 5.63908, 5.79759], [-4.21235, 0.94939, 3.22515], [-4.44974, -0.18720, 2.49740], [-0.31061, 0.61109, -2.06143], [0.07543, -2.14704, -5.47554], [-1.73895, -2.76272, -0.78374], [2.94587, -1.96216, 2.26435], [1.36087, -0.83423, -6.60532], [3.97482, -2.20345, 2.53252], [2.54815, 2.34816, 3.74201], [-1.00178, -2.62984, 2.36897], [-3.49854, 3.46874, -5.12577], [-4.77971, 7.07857, 4.57786], [-2.09413, 3.55709, -4.10896], [5.69126, -5.87746, 0.41548], [-4.93647, 3.88976, -3.38929], [-0.89317, 0.08008, -4.08953], [-4.22598, 2.66088, -2.37850], [1.74468, -0.08719, -7.26942], [-5.42760, -1.63059, 0.29966], [1.31308, 0.10192, 0.05462], [-3.55651, -2.50360, -5.11137], [1.03634, 1.90664, -4.79002], [6.35381, -5.88725, 2.05893], [-3.50493, 2.97201, 3.23346], [4.14932, -5.07205, 2.93765], [0.63142, 0.91880, 4.98754], [3.47547, -2.51290, 0.29921], [-4.16729, -1.11704, -0.78213], [-3.56646, 5.04207, 3.94585], [-0.82426, -3.32608, -0.62366], [8.18131, 1.62055, 3.84871], [2.59728, 2.74686, -3.03011], [-3.07554, 2.99157, 0.78186], [1.33132, -2.69074, -0.50096], [7.71469, 0.64228, 5.25223], [8.19827, -0.82856, 3.29082], [6.47979, 1.48625, 4.32960], [-5.82745, 6.05157, 5.54567], [-3.99085, 1.22895, -4.34625], [0.87570, -1.54318, 4.12137], [2.25468, 2.24002, -6.03512], [-4.37762, 0.98414, 4.29141], [-0.58689, 1.47292, -1.47147], [-2.65465, -1.04391, -5.36712], [2.12659, 4.44917, -5.38700], [3.17443, -0.79829, 0.45980], [-2.77592, 6.17852, 5.80010], [3.34281, 1.41015, -3.93079], [-1.94300, -1.33444, 0.81686], [6.96619, 0.02480, 2.34531], [-3.54691, 4.28155, -2.42388], [3.87998, 0.77207, 2.13438], [-2.43153, 1.23904, -5.14492], [3.81165, 3.08842, -4.25230], [-1.14953, -4.10513, 1.34571], [-0.12867, -0.52027, 0.91780], [-3.50493, 1.00169, -0.50739], [-4.92245, 7.36440, 6.32087], [-2.46120, -3.57086, 2.36743], [5.44267, -0.70730, 3.92951], [0.62852, 0.71805, -2.59281], [5.88505, -4.36222, 1.28673], [2.35054, -2.78697, 2.63989], [0.64329, -1.21984, -1.88321], [-3.89763, -0.83379, -3.20378], [-3.84066, 5.14083, 6.75845], [3.95284, -6.60620, 2.07710], [-2.44442, -3.36785, -1.33853], [-3.40005, -2.49338, -2.80140], [3.30481, -5.34426, 0.25092], [-4.82993, -1.08074, 2.96819], [0.87640, -2.54070, 1.17045]], "forces_ev_per_a": [[-0.22, -0.60, -0.23], [-0.10, 0.12, 0.15], [-0.01, 0.55, -0.53], [-0.28, -0.12, 0.06], [0.55, 0.02, -1.30], [0.00, -0.14, 0.13], [-1.53, 0.75, -0.79], [0.03, -0.25, -0.08], [-0.60, -0.44, -0.72], [0.22, -1.14, 1.52], [1.22, -1.52, -1.30], [0.90, 0.43, -0.62], [0.01, -0.02, 0.04], [-0.06, -0.11, 0.07], [-0.03, -0.95, -0.53], [-0.82, 0.37, 0.70], [-0.66, 0.02, -0.01], [-0.35, 0.25, 0.10], [-0.30, 0.37, 0.16], [-0.05, -0.07, -0.02], [0.19, 0.31, -0.46], [0.35, -0.49, -1.06], [-1.27, -0.28, 1.23], [-0.03, 0.34, -0.03], [1.07, -0.26, 0.28], [-0.11, -0.02, 0.08], [0.46, 0.40, 0.17], [-0.31, -0.82, 0.47], [0.40, 0.32, -0.02], [-1.15, -0.05, 0.54], [0.87, -0.96, -0.37], [-0.48, 2.23, 2.46], [0.10, -0.14, -0.30], [0.35, 1.01, -0.32], [0.05, 0.98, -0.35], [-0.85, 0.17, -0.26], [0.08, -0.15, -0.36], [-0.44, 0.00, 0.45], [0.66, 1.93, -0.20], [0.95, -0.96, 0.55], [-0.03, 0.10, -0.04], [-0.01, 0.20, -0.29], [-0.01, 0.17, 1.19], [-0.15, -0.31, 0.08], [0.24, -2.10, -0.60], [0.63, 1.34, -0.59], [0.36, 0.47, 0.12], [0.55, 0.66, -0.05], [0.11, -1.30, 1.22], [0.14, 0.23, 0.08], [-0.07, 0.10, 0.09], [0.30, -0.05, -0.04], [0.06, -0.14, -0.22], [0.05, 0.07, 0.04], [0.44, 0.06, 0.07], [0.02, -0.09, 0.04], [-0.09, 0.00, -0.11], [-0.40, -0.32, -0.41], [0.13, -0.07, 0.07], [-0.60, 0.30, -0.29], [-0.03, -0.29, -0.07], [-0.19, 0.38, 0.20], [-0.02, -0.08, -0.18], [-0.12, 0.10, -0.06], [0.01, -0.01, -0.02], [-0.09, -0.13, 0.30], [-0.11, 0.05, -0.03], [-0.10, 0.10, 0.12], [-0.10, -0.13, -0.21], [0.32, -0.03, -0.03], [-0.03, 0.12, 0.03], [0.04, -0.23, -0.05], [-0.02, 0.02, 0.00], [-0.04, -0.02, 0.00], [0.02, 0.25, 0.17], [-0.19, 0.16, -0.24], [0.05, -0.02, -0.02], [-0.06, -0.11, -0.01], [0.01, 0.04, -0.07], [0.00, -0.01, 0.07], [0.00, -0.24, -0.04], [0.28, -0.49, -0.25], [0.00, -0.19, 0.04], [-0.16, -0.21, 0.12], [-0.26, 0.11, -0.04], [0.26, 0.05, -0.06], [-0.05, 0.02, 0.01], [0.01, 0.12, -0.01], [-0.02, 0.03, 0.13], [0.05, 0.02, -0.02], [-0.57, 0.28, 0.03], [0.16, 0.02, -0.04], [0.07, 0.02, 0.10], [0.20, -0.40, -0.22], [0.41, -0.04, 0.18], [0.04, -0.07, -0.05], [0.24, 0.01, 0.03], [0.05, 0.46, 0.08], [0.02, -0.07, -0.13], [0.00, 0.02, -0.02], [-0.07, -0.04, 0.07], [0.03, 0.09, 0.07], [0.16, 0.84, 0.16], [0.02, 0.01, 0.08], [-0.16, -0.12, -0.16], [-0.10, -0.29, -0.07], [-0.03, 0.10, -0.02], [0.03, -0.11, -0.05], [0.04, 0.00, 0.13], [-0.14, -0.15, 0.12], [-0.25, 0.05, 0.25], [0.02, -0.04, 0.00], [-0.03, -0.13, 0.05], [-0.14, -0.21, -0.01]]}


No. 2
{"formula": "C37H67Br2F9NO11P2", "method": "ωB97M-V/def2-TZVPD", "lumo_ev": 1.980, "de_lowest_kcal_mol": 0.0, "gap_ha": 0.2759, "charge": -1, "symbols": ["Br", "Br", "P", "P", "F", "F", "F", "F", "F", "F", "F", "F", "F", "O", "O", "O", "O", "O", "O", "O", "O", "O", "O", "O", "N", "C", "C", "C", "C", "C", "C", "C", "C", "C", "C", "C", "C", "C", "C", "C", "C", "C", "C", "C", "C", "C", "C", "C", "C", "C", "C", "C", "C", "C", "C", "C", "C", "C", "C", "C", "C", "C", "H", "H", "H", "H", "H", "H", "H", "H", "H", "H", "H", "H", "H", "H", "H", "H", "H", "H", "H", "H", "H", "H", "H", "H", "H", "H", "H", "H", "H", "H", "H", "H", "H", "H", "H", "H", "H", "H", "H", "H", "H", "H", "H", "H", "H", "H", "H", "H", "H", "H", "H", "H", "H", "H", "H", "H", "H", "H", "H", "H", "H", "H", "H", "H", "H", "H", "H"], "coordinates": [[0.51989, 0.99496, -3.12037], [-0.31273, 3.88833, -0.77327], [0.02771, -2.88397, -1.23297], [-0.36036, 0.35381, 0.97861], [0.29402, 3.80242, 4.44117], [0.26160, -0.81209, 5.51751], [2.75885, 1.47652, 6.46454], [2.01798, 2.50648, 4.17914], [-0.75751, 1.62983, 6.14722], [2.03260, -1.28278, 6.70897], [1.15857, 0.80711, 7.78721], [0.70604, 3.12963, 6.75493], [2.28300, -0.39323, 4.72626], [-2.25344, 2.28754, -1.86343], [-0.62266, 0.10562, -7.59349], [-6.10166, -3.17058, -2.96920], [3.95672, 1.03671, -6.46354], [-1.10573, -0.94952, 0.04304], [7.71729, 3.75567, 5.57581], [0.67691, 0.65897, -0.35225], [5.08679, 3.29425, 9.99932], [2.99420, -0.03941, 1.28107], [-7.50624, -3.14906, 1.08564], [-2.03036, -3.76097, -6.72289], [1.36275, -3.14490, -2.06300], [-0.15336, 1.72523, 3.46911], [0.59611, 2.02326, -6.86379], [-8.19134, -3.57001, 3.32222], [-1.62139, 2.41024, -0.82716], [0.94418, 0.94953, -9.16196], [5.53205, 2.80964, 5.62539], [1.50537, 1.00223, 6.48715], [-1.76612, -1.09475, -2.23372], [-4.72408, -2.83341, -2.97852], [4.10826, 1.73331, -4.18929], [0.79878, -0.92009, 1.82127], [0.21300, 0.93844, -7.83788], [0.51005, 2.05003, 5.94515], [6.61363, 3.76352, 6.06901], [4.63202, 1.52616, -5.58782], [-3.74941, -1.14836, -4.63441], [-1.79647, 1.55534, 0.38000], [0.38235, 1.75810, 2.05445], [-1.49265, -1.72685, -3.60187], [-7.55148, -2.75263, 2.22416], [0.55975, -0.11258, -1.46852], [-6.96752, -1.41757, 2.61768], [3.50964, 4.24540, 11.50012], [2.15418, -1.19308, 1.21513], [6.05319, 1.96731, -5.85451], [-0.58307, -1.11303, -1.25047], [1.50132, -0.40338, 5.82011], [-1.33748, -4.24437, -7.58103], [0.70017, 2.49205, 4.46800], [-2.23284, -1.01368, -4.72118], [3.95813, 3.27883, 10.43027], [6.23840, 4.72717, 7.16654], [-1.60976, -3.99762, -9.04680], [-6.62925, -3.07323, -1.66345], [-4.24848, -2.58170, -4.40555], [2.93350, 2.29702, 9.92164], [-0.15260, -5.11725, -7.24080], [-2.48051, -3.35468, -9.14817], [-2.12928, -0.07870, -2.33246], [-7.01417, -2.07474, -1.48424], [5.90860, 2.16868, 4.83188], [1.46250, 1.68366, 2.00574], [5.40751, 5.35546, 6.83973], [-1.06808, -3.65543, -1.66100], [6.74042, 1.42249, -5.20584], [0.58782, 0.12770, -9.77948], [-1.79939, -4.94387, -9.55694], [0.76352, 1.89217, -9.68157], [-6.18461, -1.55675, 3.36454], [0.03260, 1.94115, -5.93686], [-7.41129, -3.80351, -1.52426], [-4.14522, -0.81886, -5.59029], [-4.60495, -1.90845, -2.41913], [6.30819, 1.76735, -6.89283], [-1.09524, 2.25870, 3.47547], [-7.74633, -0.77665, 3.03429], [5.21985, 2.19035, 6.46673], [6.15403, 3.03604, -5.66018], [-0.75017, -3.50944, -9.50845], [4.33825, 4.89381, 11.77439], [-5.09672, -2.76336, -5.05271], [5.93452, 4.17165, 8.05480], [2.68506, 4.85553, 11.12892], [2.64590, -1.97418, 1.80486], [4.13497, 2.79611, -3.94151], [-1.75360, -2.77592, -3.61528], [-1.96981, 0.03449, -4.67667], [-0.06780, -5.20691, -6.16059], [-2.51903, -1.69056, -1.73041], [0.76334, -4.67276, -7.63289], [-4.15386, -3.63054, -2.50060], [1.48332, -0.64820, -1.64032], [3.46949, 0.01192, 0.45832], [0.22292, -3.23824, 0.11094], [4.67161, 3.36750, 5.25255], [-8.56779, -4.50198, 2.90767], [4.72641, 1.18536, -3.47609], [3.08358, 1.37645, -4.11039], [3.38170, 1.66486, 9.16027], [1.66016, 1.94230, -6.63526], [0.39242, 2.99741, -7.31401], [-5.86279, -3.26866, -0.92117], [-6.53972, -0.93620, 1.74190], [2.57605, 1.67055, 10.74054], [-0.43224, -1.65212, -3.81788], [0.25261, -1.85483, 1.83201], [-9.01919, -3.01551, 3.76681], [3.17647, 3.69724, 12.38256], [2.09920, -1.58814, 0.20587], [-7.45703, -3.79391, 4.09730], [2.08615, 2.82909, 9.48634], [7.09061, 5.35914, 7.40670], [-4.14748, -0.47507, -3.88158], [-1.32123, 0.00549, 2.02412], [-0.28185, -6.11014, -7.67586], [2.07160, -3.51970, -1.45075], [-0.37868, 0.72313, 3.81391], [0.97216, -0.67126, 2.85984], [2.01630, 0.83520, -8.99238], [-3.47380, -3.28488, -4.67387], [-2.63607, 0.91794, 0.14135], [-2.11205, 2.17797, 1.20761], [-1.88233, -1.41064, -5.66094], [0.14147, 2.72735, 1.64021]], "forces_ev_per_a": [[-0.26, -0.02, -0.05], [-0.06, 0.02, 0.15], [1.93, 0.03, -0.69], [-0.65, -0.21, 2.30], [0.15, 0.07, 0.00], [0.68, 0.13, 0.07], [-0.11, -0.01, 0.03], [0.18, -0.17, 0.16], [0.25, -0.02, -0.01], [-0.33, 0.44, -0.70], [-0.01, -0.02, -0.10], [-0.01, -0.18, -0.06], [-0.72, -0.08, 0.67], [1.48, 0.40, 1.95], [-0.19, -0.18, 0.02], [-0.06, -0.26, -0.09], [-0.04, 0.01, -0.11], [0.41, 0.62, -0.40], [0.09, -0.01, -0.02], [0.06, 0.50, -0.29], [0.12, 0.02, 0.02], [-0.10, -0.07, 0.22], [-0.10, -0.09, 0.02], [-0.18, 0.00, 0.12], [-0.67, 0.10, 0.13], [0.25, 0.04, -0.07], [-0.13, -0.03, 0.14], [-0.03, -0.13, -0.16], [-1.98, -0.65, -1.94], [-0.05, -0.17, -0.05], [0.24, -0.05, -0.16], [-0.37, -0.54, 0.34], [0.35, -0.43, -0.04], [-0.17, 0.23, -0.46], [-0.18, -0.12, -0.21], [0.19, 0.12, -0.74], [0.16, 0.15, 0.02], [0.32, 0.67, 0.03], [-0.12, 0.01, 0.01], [0.01, 0.03, 0.13], [0.12, -0.24, -0.56], [0.18, 0.39, -0.82], [0.23, -0.11, -0.76], [0.21, 0.81, -0.04], [0.06, 0.09, 0.07], [0.58, -0.35, 0.77], [0.03, -0.01, -0.19], [0.21, 0.06, -0.02], [0.27, -0.19, 0.62], [-0.04, -0.09, -0.20], [-1.49, -0.89, -0.09], [0.69, -0.44, 0.08], [0.15, 0.00, -0.08], [-0.86, 0.31, -0.32], [-0.14, -0.31, 0.45], [-0.13, -0.06, -0.01], [0.20, 0.06, -0.03], [-0.14, 0.09, 0.07], [0.30, -0.02, -0.20], [-0.16, 0.29, 0.34], [0.19, -0.01, -0.08], [-0.07, 0.03, 0.17], [0.00, 0.02, 0.02], [-0.09, 0.24, 0.02], [-0.17, 0.27, 0.11], [0.01, 0.00, -0.01], [0.18, -0.23, 0.12], [-0.09, -0.07, 0.05], [-0.27, 0.16, 0.24], [0.02, 0.10, 0.09], [-0.02, 0.00, 0.01], [0.12, -0.01, -0.05], [0.11, 0.05, 0.03], [-0.07, 0.04, 0.09], [-0.09, -0.11, -0.06], [-0.32, -0.15, -0.08], [-0.13, 0.28, -0.15], [0.16, 0.09, 0.37], [-0.01, -0.01, -0.01], [-0.41, -0.03, 0.19], [0.04, -0.02, 0.12], [-0.12, 0.08, 0.03], [0.06, -0.02, 0.12], [0.04, -0.09, -0.04], [0.01, 0.00, -0.01], [-0.22, -0.18, -0.16], [-0.09, 0.06, -0.02], [-0.09, -0.07, 0.06], [0.07, -0.22, 0.05], [0.10, -0.02, 0.10], [0.03, -0.38, 0.07], [0.14, 0.37, -0.15], [0.00, 0.02, 0.01], [-0.36, 0.11, 0.21], [0.01, -0.07, -0.09], [0.13, -0.12, 0.25], [0.23, -0.17, -0.26], [0.21, 0.21, -0.36], [-0.54, 0.12, 0.13], [-0.09, -0.05, 0.12], [0.00, 0.00, -0.02], [0.07, 0.12, 0.04], [0.06, 0.01, -0.02], [0.01, 0.00, 0.00], [0.04, 0.08, -0.09], [0.15, 0.04, -0.01], [0.15, -0.10, 0.23], [0.01, -0.01, -0.01], [-0.12, 0.06, 0.01], [0.31, -0.16, -0.11], [-0.22, -0.30, 0.03], [0.07, 0.04, 0.11], [-0.13, 0.01, -0.03], [-0.10, 0.12, -0.36], [-0.04, 0.09, 0.08], [-0.07, -0.03, 0.09], [0.01, 0.00, -0.01], [-0.14, 0.11, 0.22], [0.05, 0.08, -0.22], [0.08, 0.02, -0.10], [0.25, -0.15, -0.04], [0.19, -0.25, 0.09], [-0.12, 0.32, 0.20], [0.02, 0.13, 0.00], [0.14, -0.23, -0.22], [-0.21, -0.22, -0.15], [0.36, 0.25, 0.38], [0.04, -0.06, -0.39], [-0.03, 0.21, -0.24]]}


| no. | HOMO level (Ha) |
| --- | --- |
| 1 | -0.3752 |
| 2 | -0.2031 |